DFT (ωB97M-V/def2-TZVPD) results for a molecular structure, C20H31N7OPb.

* LUMO (spin up / spin down): -12.160 / -14.017 eV
* gap between HOMO and LUMO (spin up / spin down): 6.543 / 4.768 eV
* total charge: +4
* DFT total energy: -38925.2375 eV

Atoms and positions in Å:
N  1.31525  -0.04802  1.97624
C  2.94794  1.27897  0.70008
C  -2.29245  -0.49415  -7.56146
H  3.77588  -2.22807  3.68741
C  0.15615  -3.12872  4.37272
C  -2.08542  2.74601  4.05256
H  3.40337  -3.73734  2.65535
H  3.70255  -2.03409  0.76459
N  0.67246  -2.29568  3.27226
H  -1.30256  -2.60537  5.86947
H  -2.15251  1.05024  -10.40110
H  2.70303  3.59953  1.58951
C  -1.02115  3.15972  2.94022
H  -1.49827  3.64710  2.07205
C  1.88262  -2.24697  2.81224
C  -1.84102  -1.90808  -9.53279
C  2.09708  -1.17173  1.83260
H  0.01762  -0.37173  5.15136
H  2.67712  -3.54471  4.24602
H  -2.52676  -2.14107  -10.40600
H  0.43669  1.19268  -10.24964
C  -0.09537  0.37330  -9.83949
H  0.32080  -2.17694  -9.17885
N  -1.59667  2.32453  5.34299
H  2.01991  3.93434  3.11698
H  -1.98791  -2.47994  4.29675
C  1.70610  1.21075  1.51146
H  -3.08967  1.46815  6.37635
C  -2.05206  1.18960  6.05730
H  -0.46536  3.96528  3.43165
H  0.00946  -4.18389  4.08046
H  -1.09793  2.95135  5.96897
C  3.25218  -1.12910  0.94847
N  -0.16421  2.12081  2.53210
C  -1.57104  0.73991  -9.51851
H  -2.66406  3.62431  4.33566
C  3.03229  -2.98138  3.39711
Pb  -0.98662  -0.62965  2.35134
H  -1.59523  1.57196  -8.80257
C  -2.06728  -0.22149  5.38795
C  -0.38121  -1.98223  -10.00286
H  -0.19773  -2.77577  -10.68754
H  1.17086  4.50120  1.72003
C  -1.07638  -2.29161  4.89952
H  0.82862  -3.13218  5.21185
C  1.73164  3.68501  2.11395
H  -2.07985  -2.64199  -8.75685
H  -2.83296  -0.34776  4.62411
N  -2.03586  -0.56965  -8.90129
H  4.46499  0.15118  -0.23195
H  -2.75793  1.99723  3.60024
H  -1.43776  1.09101  6.94105
N  -2.72246  -0.45121  -6.49580
C  1.08398  2.36026  2.07449
C  3.59577  0.09147  0.35894
H  0.43323  0.22257  -8.87419
H  -2.34997  -0.89365  6.21147
O  -0.00759  -0.77566  -10.67397
N  -0.83075  -0.82716  4.78494
H  3.42637  2.19854  0.44407